(1)
DFT (ωB97M-V with the def2-TZVPD basis set) results for a structure of composition C29H30F2N4O13W.

The geometry in XYZ format:
```
79
Properties=species:S:1:pos:R:3:forces:R:3:mulliken_charge:R:1
W -0.30158 -0.06425 -0.22231 0.3769 0.1475 1.2144 1.645
F 0.16591 -3.57086 -4.40768 0.0081 0.0480 -0.0069 -0.375
F 0.14593 0.95879 -5.48802 -0.0081 -0.0418 -0.0096 -0.367
O 1.58685 -2.00887 -0.00653 0.4124 0.1043 -0.2507 0.351
O -1.02316 -1.91661 -0.16897 -0.5165 -0.2906 -0.2878 0.369
O 1.10641 -2.01365 3.11418 0.1879 0.0716 0.2531 -0.655
O -1.48544 2.92932 2.99025 0.0313 -0.1522 -0.3025 -0.610
O 1.98166 0.66872 0.41386 -0.5395 0.6160 0.0120 -0.194
O 0.06166 -0.60879 1.72643 0.0638 -0.6332 0.6034 -0.428
O -2.64786 1.58182 -1.09214 -0.0979 0.1422 -0.0561 -0.730
O -3.84365 -6.03146 3.54294 -0.0741 -0.0257 0.0077 -0.633
O -2.38925 -5.22938 4.91396 0.0054 -0.0044 0.0726 -0.622
O -2.61755 -3.60356 -1.74615 0.0887 0.2650 -0.1291 -0.579
O -4.48665 -3.68563 -0.67583 -0.0002 0.3456 -0.0720 -0.651
O -3.22668 -0.54243 -0.71083 0.0433 0.0851 -0.2169 0.181
O -0.88342 1.68900 1.27373 0.3142 -0.2099 -0.0907 -0.935
N -3.91608 2.22886 3.11902 -0.0905 -0.0063 0.1586 -0.600
N -3.27494 -3.56950 -0.73451 0.1312 -0.7564 0.4038 1.178
N -2.92412 -5.29310 3.82696 0.2047 0.2319 -0.3406 1.025
N 0.17802 1.75298 -1.32376 -0.1454 0.0851 -0.0866 0.373
C -3.30125 0.06428 2.28883 -0.0990 -0.0252 0.0973 0.544
C 0.14532 -1.30528 -4.98132 0.0021 0.0174 -0.0703 -1.095
C -2.55593 -3.55390 0.55799 -0.5439 -0.0400 -0.2938 -0.062
C -1.75246 2.04632 2.05099 0.0886 0.1317 0.0727 -0.570
C 0.10773 -2.28622 -4.00459 -0.0054 -0.1734 -0.0081 0.333
C -0.87094 -2.74341 2.03208 0.0235 -0.0471 0.4458 1.805
C 2.97103 -0.14441 -0.18993 0.0565 -0.0990 0.0633 -0.966
C 0.00795 -2.01666 -2.66314 0.0224 -0.0679 -0.1224 -0.345
C -1.46414 -2.71088 0.76638 -0.3546 0.7169 -0.0198 -0.891
C -4.33900 1.20645 4.11169 0.0245 0.0311 -0.0929 -0.808
C 0.21819 -1.77110 2.32769 -0.6116 0.8878 -0.1892 -0.590
C -1.31152 -3.60558 3.01556 0.1541 0.1912 0.1294 -0.644
C 0.07931 2.87418 -3.42369 0.0390 -0.0417 -0.0483 -0.838
C -3.05265 -4.37511 1.54521 -0.1367 -0.1305 -0.0762 -0.340
C 0.09331 -0.00808 -4.54134 0.0031 0.1051 -0.1067 0.640
C 1.37008 -3.37090 0.29925 0.3296 -0.5961 -0.1315 -1.184
C 0.00930 0.33852 -3.19346 0.0297 0.1458 -0.1006 0.119
C 0.06900 1.69719 -2.67044 0.0265 -0.0983 -0.1433 0.642
C 2.28447 1.02552 1.77096 0.1108 0.0286 -0.0378 -0.871
C 0.49588 4.11504 -1.42995 0.0389 0.0066 0.0838 -1.265
C -3.45562 0.00110 3.80596 -0.0142 -0.0425 0.0219 -0.808
C -2.40940 -4.40026 2.76320 -0.2035 -0.3544 0.2724 -0.941
C -0.04423 -0.69137 -2.23229 -0.1720 0.1425 0.3035 0.703
C 0.27741 4.08241 -2.80052 -0.0146 0.1138 -0.1217 -0.592
C 0.42729 2.93648 -0.73356 0.0264 0.0314 -0.1414 -0.161
C -4.54972 -0.20910 -1.14974 0.0015 -0.1264 0.0939 -1.039
C -2.29711 0.45788 -0.78727 0.0033 -0.0953 -0.1900 0.215
C -3.19493 1.56860 2.02204 -0.0544 -0.0331 -0.0182 0.470
C 2.86169 -1.52871 0.37353 0.3351 -0.3839 -0.0521 -0.381
H 2.94976 -1.53000 1.46716 0.0409 -0.0601 -0.0978 0.299
H 0.21525 -1.54062 -6.03315 0.0013 -0.0067 0.0239 0.537
H -4.52919 0.53848 -1.93646 0.0388 0.0099 -0.0444 0.357
H 3.67201 -2.14422 -0.04026 -0.1656 -0.1357 -0.0131 0.442
H 2.11396 -3.99891 -0.20222 0.0163 0.0585 -0.0256 0.324
H 1.53436 1.73985 2.09510 -0.0426 -0.0003 -0.0309 0.183
H -4.98724 -1.13803 -1.50492 -0.0424 -0.0143 0.0138 0.264
H -4.18799 -0.33027 1.78955 0.0269 0.0138 0.0325 0.400
H -2.37327 3.05586 3.43195 -0.0221 -0.0427 0.0252 0.415
H 2.24318 0.16110 2.42922 0.0293 0.0291 0.0324 0.353
H 0.69884 5.03414 -0.89943 -0.0071 0.0070 -0.0266 0.470
H -2.48280 0.09644 4.29770 -0.0280 0.0242 -0.0334 0.258
H 1.41688 -3.54052 1.38043 0.1673 -0.1399 -0.2606 0.438
H -0.81872 -3.62907 3.97794 0.0067 0.0042 -0.0237 0.652
H -5.39236 0.95023 3.97910 -0.0234 -0.0045 -0.0336 0.337
H -0.05740 -2.83882 -1.96746 -0.0098 0.0508 -0.1389 0.471
H -0.05858 2.81862 -4.48837 -0.0097 0.0288 -0.0230 0.642
H 2.75635 -0.15360 -1.25820 -0.0196 -0.0034 -0.0381 0.268
H 0.56531 2.92081 0.33047 -0.0018 0.0086 0.0932 0.461
H 0.37875 -3.63318 -0.06837 0.4614 -0.1109 -0.0438 0.397
H -2.44040 -0.47466 1.91620 0.0975 -0.0953 -0.0321 -1.019
H -3.90901 -0.93104 4.14114 0.0398 0.0134 0.0158 0.548
H 3.27482 1.48551 1.79114 0.0073 0.0258 -0.0035 0.334
H -3.92463 -4.98638 1.36288 0.0143 0.0174 0.0119 0.651
H -5.13974 0.17349 -0.31246 0.0065 0.0338 -0.0155 0.303
H -3.57617 1.84014 1.03726 -0.0334 0.0258 0.0043 0.708
H -4.20804 1.57983 5.12526 0.0041 0.0400 0.0283 0.391
H 0.27647 4.99688 -3.38103 0.0133 -0.0294 0.0135 0.454
H -4.69116 2.77945 2.78044 -0.0196 -0.0091 0.0185 0.295
H 3.96912 0.27407 -0.02773 -0.0478 0.0439 0.0758 0.540
```
Positions in Å, forces in eV/Å.

The spin multiplicity is 1. As for the LUMO energy (spin up / spin down): -0.490 / -0.623 eV. The HOMO-LUMO gap (spin up / spin down) is 6.72 / 6.57 eV.

=====

(2)
DFT (ωB97M-V with the def2-TZVPD basis set) results for a structure of composition C29H30F6GeInN3O4PS2.

The geometry in XYZ format:
```
77
Properties=species:S:1:pos:R:3:forces:R:3:mulliken_charge:R:1
In 0.92554 -0.32762 0.53491 -0.4668 -1.1799 0.7195 0.402
Ge -0.50452 2.21121 0.69782 -0.5647 0.3360 -0.0333 0.711
S 3.37619 1.08898 0.05922 0.2531 1.2378 0.4450 0.483
S 3.64552 -1.52254 -0.06335 0.8431 -0.9143 0.0358 1.009
P 1.19557 -0.91143 3.28653 -0.6665 0.0475 -0.2859 1.092
F 4.23618 -2.29003 -2.51320 0.0591 0.0722 0.0936 -0.202
F 5.54653 0.79989 -1.38042 0.0194 0.0433 0.1219 -0.193
F 5.92965 1.36873 0.68513 -0.0899 -0.1131 0.0518 -0.166
F 5.16912 2.81568 -0.71343 -0.1432 0.0293 0.0515 -0.175
F 4.48805 -3.79364 -0.97368 0.0705 0.0788 0.1247 -0.182
F 2.50387 -3.24729 -1.63386 0.1337 -0.0033 -0.0494 -0.158
O 2.65243 -2.06079 0.85654 -0.4253 0.0272 -0.1657 -0.541
O 3.27468 0.76904 1.46596 0.1841 0.0693 0.1593 -0.402
O 2.51524 2.15801 -0.35282 0.1332 -0.0356 -0.5722 -0.461
O 4.95151 -1.27584 0.43076 0.3732 -0.2348 -0.0340 -0.549
N -0.89309 -4.00292 -1.33892 0.0552 0.0199 0.0444 -0.022
N 3.00845 -0.23046 -0.79764 -0.9238 -0.0439 0.1522 -0.226
N -0.05612 -2.07494 -0.68990 0.5555 0.9840 0.4949 0.389
C 2.52878 -0.08222 4.18890 0.0019 -0.0046 -0.3430 -1.335
C -4.68684 -1.17196 -0.86026 -0.0851 0.0018 0.0672 -0.823
C 0.45780 3.27074 2.03956 -0.0292 -0.3682 -0.3398 -0.906
C -0.55896 -3.22439 -0.29961 -0.1067 -0.1095 0.1247 -0.895
C -0.05251 -2.09388 -2.08136 -0.2342 -0.2627 -0.3017 0.494
C -3.94830 1.66828 2.99684 -0.0882 0.0326 0.0646 -1.067
C -2.99410 0.54716 0.58832 -0.2028 -0.0683 -0.0309 -0.075
C 0.25252 -1.46680 -4.34425 0.0218 0.0603 0.0315 -1.052
C -2.17730 1.43131 1.35848 0.6396 0.3259 -0.3141 1.547
C -0.28977 -2.69359 -4.75623 -0.0518 -0.0679 -0.0358 -0.772
C -1.54822 4.00838 -1.25640 0.0007 -0.0971 0.0215 -0.596
C -0.63951 2.96236 -1.10718 0.1565 -0.3627 0.4852 0.606
C -3.43520 -0.80031 -1.37738 0.0867 0.0008 -0.0088 -0.975
C -1.70185 4.60340 -2.50024 -0.0672 0.0779 0.0028 -0.738
C -0.58146 -3.32054 -2.50298 0.1472 0.4491 -0.0213 0.625
C 5.15946 1.54691 -0.35889 0.2326 0.1216 -0.3621 0.594
C 1.41296 -2.69899 3.53271 0.0380 0.1802 -0.1464 -1.268
C -5.10371 -0.67104 0.34417 -0.0574 -0.0248 -0.0304 -0.925
C -2.65245 1.95295 2.55168 0.1031 -0.1023 0.1020 -0.823
C -0.35679 -0.48229 4.14532 0.2827 -0.0703 -0.1036 -1.092
C -0.70427 -3.64543 -3.84936 -0.0312 -0.1455 0.0532 -1.068
C -0.06948 3.10529 -3.43474 0.0387 -0.0527 -0.0122 -0.898
C 0.38325 -1.15037 -3.00889 0.0005 -0.0260 0.1147 0.137
C -4.74130 0.80102 2.28590 0.0904 0.0461 0.0257 -0.808
C -0.96983 4.14987 -3.58756 0.0175 -0.0164 -0.0038 -0.637
C 3.74218 -2.80217 -1.40593 -0.2735 0.0007 -0.3375 0.571
C 0.10159 2.51447 -2.19254 -0.0077 0.1034 -0.0175 0.445
C -4.28500 0.21174 1.08363 0.1263 0.0131 -0.1006 0.815
C -2.60387 0.02121 -0.65951 0.0451 -0.0368 -0.0104 0.293
H -0.32211 -0.84888 5.17263 -0.0012 0.0225 0.0119 0.530
H -5.74116 0.57176 2.63342 0.0090 -0.0370 0.0149 0.469
H 0.82566 -0.21745 -2.68660 0.0012 0.0091 -0.0833 0.195
H -1.63521 0.28563 -1.07008 -0.0058 0.0190 -0.0605 -0.180
H 1.50689 3.27549 1.74978 0.0154 0.0619 0.0692 0.312
H 0.51286 2.76172 -4.27990 -0.0029 0.0155 -0.0034 0.478
H 2.35777 0.99327 4.19893 0.0022 0.0001 -0.0056 0.323
H 3.47725 -0.27256 3.68956 0.0100 -0.0197 0.0523 0.349
H 0.58325 -0.76512 -5.09777 -0.0091 0.0239 0.0235 0.512
H 2.21586 -3.05445 2.89254 0.0275 -0.0409 0.0645 0.325
H 0.84632 1.74384 -2.05674 0.0239 0.0056 -0.0676 0.305
H -1.09045 -4.60533 -4.16565 -0.0444 0.0435 -0.0442 0.504
H -0.70925 -3.51563 0.72760 0.0194 -0.0656 -0.0289 0.551
H -0.38589 -2.89670 -5.81390 0.0517 -0.0203 0.0038 0.448
H -6.07868 -0.92989 0.73812 -0.0058 0.0133 -0.0116 0.454
H -2.39454 5.42650 -2.61444 -0.0030 -0.0088 -0.0173 0.439
H 0.08308 4.29424 1.99559 -0.0464 -0.0079 -0.0323 0.457
H -1.27964 -4.93176 -1.28441 -0.0216 -0.0039 0.0953 0.250
H 0.49149 -3.21946 3.27285 -0.0148 -0.0077 0.0375 0.356
H -3.13171 -1.16037 -2.35336 0.0451 0.0015 0.0237 0.546
H -4.32211 2.14291 3.89383 -0.0022 -0.0286 0.0123 0.477
H -1.20423 -0.93571 3.63096 -0.0162 0.0079 0.0045 0.313
H 2.55960 -0.46392 5.21043 -0.0719 -0.0302 -0.0010 0.524
H -0.49009 0.59924 4.15594 -0.0059 -0.0107 -0.0001 0.280
H -2.03667 2.62460 3.13967 -0.0063 -0.0104 -0.0011 0.480
H -5.32654 -1.83650 -1.42498 -0.0152 0.0185 0.0002 0.455
H -1.09052 4.61631 -4.55585 -0.0251 0.0164 0.0102 0.415
H 0.34823 2.88471 3.05088 -0.0130 -0.0281 -0.0079 0.323
H 1.66212 -2.89745 4.57592 -0.0636 0.0222 0.0259 0.487
H -2.13422 4.36582 -0.41683 -0.0253 0.0209 -0.0124 0.440
```
Positions in Å, forces in eV/Å.

The spin multiplicity is 2. Its total charge is +2. As for the LUMO energy (spin up / spin down): -6.167 / -9.281 eV. The HOMO-LUMO gap (spin up / spin down) is 7.60 / 4.31 eV.

=====

(3)
DFT (ωB97M-V with the def2-TZVPD basis set) results for a structure of composition C29H30IIrN2O3PSe2.

The geometry in XYZ format:
```
69
Properties=species:S:1:pos:R:3:forces:R:3:mulliken_charge:R:1
Ir -1.03131 0.04147 -0.16794 -1.4531 -1.5346 -0.4708 2.628
I -1.63593 -6.07068 0.28953 -0.0223 -0.1425 -0.0779 0.158
Se -1.67889 1.76743 -1.77224 0.8098 0.5712 0.0226 -0.115
Se -0.71645 1.50164 1.73218 0.3531 0.1030 0.3228 -0.301
P 1.12662 -0.07418 -0.56979 0.2799 0.3059 0.4513 0.511
O -2.68535 -1.24930 -2.31723 -0.1949 -0.4536 0.2835 -0.483
O -3.83785 5.06298 0.66285 -0.0054 -0.0863 0.0341 -0.544
O -3.23985 0.23525 0.43882 -0.1966 -0.0865 -0.3226 -0.364
N -1.37332 -1.26738 -1.86430 -0.5842 0.8501 -0.4781 0.201
N -1.32209 -1.87243 1.04096 0.8590 0.3410 0.5323 0.097
C 2.39068 3.78363 -1.00544 -0.0182 -0.0452 0.0268 -1.026
C 1.95857 1.41788 -1.18037 -0.0415 -0.0244 -0.2297 0.898
C 2.75476 1.37304 -2.32535 0.0345 0.0263 0.0386 -0.839
C 2.58025 0.32829 1.80641 0.0762 -0.0272 0.0109 -0.532
C 3.38244 2.52137 -2.78832 -0.0118 -0.0333 -0.0114 -0.801
C 3.50272 -2.69785 -2.54730 -0.0081 0.0404 0.0281 -0.779
C -3.18210 2.68394 0.65774 0.0606 0.0947 -0.0218 2.378
C -1.06785 -2.91030 3.17674 -0.0660 -0.0020 -0.0032 -1.083
C -4.18570 3.76810 1.10836 -0.0040 0.0738 -0.0081 -1.407
C 3.09348 -1.42790 3.36993 -0.0044 -0.0181 -0.0093 -0.721
C 0.81289 -1.98806 -2.64655 -0.2261 0.1021 -0.0742 0.689
C 1.89259 -1.93284 1.35068 0.0664 0.0265 -0.0066 -0.352
C 1.75640 2.64269 -0.54139 0.0884 0.0585 -0.1091 -0.143
C 2.67191 -3.27756 -3.49528 -0.0418 0.0005 0.0032 -0.772
C -3.72725 1.37194 1.20581 0.0029 0.0837 0.1363 -1.706
C 1.95147 -0.58974 0.97144 0.1055 0.0284 -0.0182 0.341
C -1.21571 -4.16351 2.60898 0.0014 0.0010 0.0498 -0.178
C -1.11686 -1.79183 2.36560 -0.1489 -0.1569 -0.0333 -0.175
C -1.41903 -4.24645 1.23949 -0.0371 0.0681 0.0317 -0.528
C 3.21114 3.72406 -2.12360 0.0054 0.0144 -0.0019 -0.641
C 2.99265 -1.75744 -1.66485 -0.0017 -0.1437 -0.0292 0.075
C -1.47146 -3.08371 0.49136 -0.0340 0.0917 0.0090 -0.272
C 2.46446 -2.34980 2.54144 -0.0178 0.0221 0.0030 -0.841
C -1.79549 3.03033 1.21993 0.0603 0.1367 -0.0164 -1.583
C -3.15348 2.69297 -0.86552 -0.2286 -0.3153 -0.1373 -1.608
C 3.15029 -0.09288 3.00126 -0.0147 0.0090 -0.0166 -0.745
C 1.33608 -2.91947 -3.54298 0.0686 -0.0756 -0.0726 -0.990
C 1.64807 -1.39033 -1.70338 0.1243 0.0680 0.0468 0.078
C -0.62259 -1.72668 -2.77992 0.4670 -0.2264 0.0670 -1.122
H -4.28334 3.73981 2.20036 -0.0219 -0.0115 0.0081 0.461
H 2.64209 1.37052 1.52580 -0.0022 -0.0041 -0.0031 0.349
H -1.86713 3.62485 2.13443 -0.0592 -0.0325 0.0076 0.625
H -0.99953 -0.79567 2.77297 0.0081 -0.0357 0.0047 0.390
H -1.17936 -5.05775 3.21728 0.0197 0.0068 -0.0147 0.437
H -1.09921 -2.00638 -3.71498 -0.0414 -0.1178 0.0526 0.550
H 4.00339 2.47118 -3.67304 -0.0165 -0.0008 0.0006 0.443
H 2.42449 -3.39521 2.82089 0.0062 0.0093 -0.0088 0.490
H -4.07384 2.25144 -1.24985 -0.0630 0.0842 0.0208 0.432
H -3.17432 -0.76382 -1.63900 -0.0391 0.3259 -0.0798 0.358
H 2.23386 4.72574 -0.49657 -0.0003 -0.0060 -0.0017 0.443
H 3.06155 -4.00392 -4.19596 -0.0023 0.0047 0.0188 0.436
H -5.16553 3.55230 0.67898 -0.0118 0.0293 -0.0231 0.490
H 3.64695 0.62637 3.63891 -0.0097 -0.0018 0.0001 0.480
H -1.23173 3.60182 0.48371 -0.0476 0.0819 0.0145 0.497
H 3.64983 -1.29971 -0.93587 0.0005 0.0017 -0.0146 0.587
H 1.41717 -2.66213 0.70362 0.0091 -0.0055 0.0073 0.576
H -0.90746 -2.79514 4.23997 0.0077 0.0065 -0.0183 0.494
H 2.88929 0.44919 -2.87004 0.0224 0.0293 0.0034 0.317
H -3.65024 -0.56701 0.78352 0.1210 -0.0054 0.1398 0.268
H 0.68093 -3.37317 -4.27696 0.0144 0.0168 0.0026 0.465
H 3.70537 4.61700 -2.48403 -0.0170 -0.0058 0.0053 0.407
H 1.09526 2.70385 0.30997 -0.0194 -0.0121 0.0638 0.251
H -3.09856 3.72485 -1.20368 0.0410 0.0206 -0.0224 0.628
H -1.64092 -3.12356 -0.57436 0.0378 -0.0090 0.0109 0.483
H -3.14310 5.42329 1.22181 0.0046 0.0090 0.0219 0.354
H -3.41294 1.25614 2.24292 -0.0325 -0.0751 0.0362 0.362
H -4.81829 1.36018 1.16305 0.0011 -0.0554 -0.1676 0.633
H 4.54910 -2.96811 -2.49852 -0.0048 0.0056 -0.0058 0.473
H 3.54734 -1.75364 4.29696 -0.0067 0.0014 -0.0086 0.415
```
Positions in Å, forces in eV/Å.

The spin multiplicity is 1. Its total charge is +1. As for the LUMO energy: -3.132 eV. The HOMO-LUMO gap is 6.75 eV.

=====

Largest force on an atom? In order: 0.02489, 0.02837, 0.04211 hartree/bohr.
Energy above the lowest of the compared OMol25 structures with the same formula, charge and spin? In order: 0.0, 88.2, 0.0 kJ/mol.